Record 1
94
Properties=species:S:1:pos:R:3:lowdin_charge:R:1 method="wB97M-V/def2-TZVPD" molar_mass_g_mol=683.829 relative_energy_kj_mol=254.9 charge=-1 spin_multiplicity=2 e_tot_ev=-107415.46926 gap_ev="4.0 / 3.6" homo_ev="-1.890 / -1.490" s2=0.809
V -0.29742 -0.49532 1.55293 -0.12
C -4.84863 -2.79405 1.01150 -0.13
C -3.56218 -2.27501 1.65539 -0.54
C -2.78933 -3.45241 2.25507 -0.18
P -2.36432 -1.21055 0.65048 1.00
C -2.80674 -1.72330 -1.11610 -0.53
C -2.26638 -0.68434 -2.08950 -0.13
C -2.23163 -3.10022 -1.43443 -0.12
C -3.13033 0.43640 0.68456 -0.30
C -4.48384 0.68817 0.51154 -0.10
C -5.00387 1.96349 0.64058 -0.13
C -4.15731 3.00586 0.99454 -0.11
C -2.80648 2.79046 1.12378 -0.04
C -2.23822 1.51413 0.91771 -0.31
N -0.90571 1.27984 1.01611 -0.12
C -0.01529 2.28113 0.79210 -0.34
C -0.23189 3.34885 -0.10449 -0.06
C 0.66807 4.38397 -0.21161 -0.12
C 1.83615 4.39518 0.54408 -0.12
C 2.12188 3.31030 1.35594 -0.11
C 1.23242 2.25091 1.46859 -0.32
P 1.49438 0.73006 2.41199 1.02
C 3.34818 0.47444 2.21800 -0.54
C 3.73228 0.41679 0.74767 -0.15
C 3.74596 -0.81916 2.92029 -0.12
C 1.38739 1.28913 4.20752 -0.53
C 2.60569 1.99177 4.80524 -0.12
C 0.14944 2.17407 4.32328 -0.16
H -5.43058 -3.31439 1.77662 0.07
H -4.64124 -3.50399 0.21076 0.06
H -5.46849 -1.99441 0.61462 0.04
H -3.82234 -1.60381 2.48544 0.07
H -2.51396 -4.19099 1.50056 0.06
H -3.38850 -3.94554 3.02396 0.07
H -1.88093 -3.07129 2.72211 -0.03
H -3.90003 -1.75786 -1.20453 0.09
H -1.20726 -0.50583 -1.90744 0.00
H -2.78898 0.26287 -1.97193 0.07
H -2.38506 -1.01975 -3.12142 0.07
H -1.14351 -3.07858 -1.38691 0.05
H -2.52382 -3.41639 -2.43906 0.07
H -2.58277 -3.85017 -0.72786 0.05
H -5.15761 -0.12059 0.26616 0.08
H -6.05989 2.13888 0.48216 0.08
H -4.56222 3.99487 1.17299 0.09
H -2.15695 3.60783 1.41119 0.11
H -1.12290 3.34587 -0.72038 0.11
H 0.45805 5.20430 -0.88643 0.09
H 2.52068 5.23028 0.48005 0.08
H 3.05022 3.29894 1.91606 0.09
H 3.87179 1.31833 2.68108 0.08
H 3.18783 -0.37757 0.24150 0.01
H 4.80028 0.22499 0.63608 0.07
H 3.49466 1.35216 0.24648 0.05
H 3.24265 -1.66479 2.45230 0.06
H 3.46204 -0.80143 3.97146 0.06
H 4.82358 -0.97737 2.84942 0.07
H 1.17619 0.35897 4.75611 0.08
H 2.89744 2.84538 4.19725 0.06
H 3.46291 1.32722 4.90714 0.06
H 2.36063 2.36487 5.80208 0.07
H 0.25994 3.07775 3.72039 0.07
H -0.01507 2.45802 5.36427 0.07
H -0.71822 1.61300 3.97068 -0.02
S -1.32542 -0.75696 3.47412 0.15
C 1.97062 2.67476 -5.63479 -0.09
C 2.34360 1.66960 -4.55155 -0.26
N 1.15499 1.25188 -3.81201 -0.03
C 1.22631 0.03246 -3.13377 -0.73
S 1.21256 -0.03913 -1.45330 0.84
N 1.49943 -1.09546 -3.90735 -0.01
C 0.86840 -1.24794 -5.20308 -0.26
C 1.79535 -2.01800 -6.14044 -0.09
H 2.85101 2.94857 -6.21336 0.07
H 1.55295 3.57454 -5.18731 0.07
H 1.22857 2.24769 -6.30681 0.07
H 3.09548 2.11167 -3.87910 0.13
H 2.78227 0.77563 -5.00140 0.10
H 0.85792 1.97645 -3.16570 0.11
H 1.49462 -1.93838 -3.34636 0.12
H 0.68392 -0.24533 -5.59085 0.10
H -0.10236 -1.76440 -5.13261 0.12
H 2.76297 -1.52225 -6.18659 0.07
H 1.37607 -2.06418 -7.14301 0.07
H 1.94779 -3.03307 -5.77731 0.07
N 0.99660 -2.57175 0.24921 -0.05
C 1.58882 -3.78875 0.26729 -0.14
C 1.50394 -4.25145 1.56034 -0.09
C 0.85509 -3.23577 2.27284 -0.18
N 0.56340 -2.22265 1.46181 -0.17
H 0.99169 -1.85552 -0.50285 -0.02
H 2.00645 -4.23001 -0.61639 0.09
H 1.86010 -5.18904 1.94255 0.08
H 0.57600 -3.19362 3.31208 0.09

Record 2
77
Properties=species:S:1:pos:R:3:lowdin_charge:R:1 method="wB97M-V/def2-TZVPD" molar_mass_g_mol=991.079 relative_energy_kj_mol=0.0 charge=-1 spin_multiplicity=1 e_tot_ev=-101771.67160 gap_ev="4.4 / 5.3" homo_ev="-2.502 / -3.377"
Sc -0.56045 -0.21140 -0.13770 0.74
I 6.29714 -0.16673 -4.00234 0.81
C 4.35858 -0.00895 -3.24850 -0.75
C 3.30408 0.25866 -4.10338 -0.24
C 2.01944 0.35401 -3.59306 -0.63
I 0.44427 0.74143 -4.89264 0.94
C 1.74402 0.19898 -2.22204 -0.40
O 0.53259 0.29607 -1.75276 -0.21
C 2.84442 -0.08289 -1.37428 -0.15
C 2.61970 -0.27727 0.09977 -0.13
N 1.57102 -1.28528 0.37341 -0.09
C 1.83080 -2.60058 -0.20397 -0.11
C 0.59878 -3.21093 -0.82439 -0.24
C 0.58691 -4.54463 -1.22644 -0.03
C -0.53978 -5.04164 -1.84918 -0.06
C -1.63329 -4.20525 -2.05014 -0.05
C -1.54945 -2.90292 -1.60002 -0.13
N -0.45301 -2.42139 -1.00163 0.04
C 4.12468 -0.18750 -1.89292 -0.13
H 3.47298 0.38881 -5.16333 0.07
H 2.27480 0.64732 0.56873 0.11
H 3.57194 -0.56453 0.56238 0.12
H 1.44646 -1.35459 1.37829 0.09
H 2.26226 -3.29980 0.51950 0.13
H 2.56315 -2.48577 -1.00813 0.13
H 1.45041 -5.16923 -1.03907 0.12
H -0.57494 -6.07523 -2.17030 0.11
H -2.53667 -4.55307 -2.53040 0.11
H -2.38562 -2.21834 -1.68314 0.11
H 4.94676 -0.41105 -1.22329 0.10
N -4.51598 4.25141 -3.85670 0.11
C -4.59823 3.98325 -2.48008 -0.54
O -5.28744 4.72075 -1.77042 -0.01
C -3.88363 2.82920 -1.99773 -0.17
C -3.81089 2.55950 -0.60088 -0.03
C -3.10735 1.49692 -0.13384 -0.17
N -2.39504 0.62694 -0.93893 -0.11
C -2.51011 0.85762 -2.28757 -0.20
C -3.21250 1.88755 -2.83246 -0.05
H -4.81488 5.19399 -4.05444 0.08
H -3.64893 4.00277 -4.30605 0.07
H -4.32244 3.21474 0.09048 0.11
H -3.04543 1.29113 0.92705 0.08
H -1.96887 0.17077 -2.92845 0.05
H -3.25529 1.95383 -3.91271 0.09
C -0.04434 1.23297 1.44457 -0.62
C 0.53314 2.54377 1.16035 -0.39
C 0.29026 3.11758 -0.11038 -0.06
C 0.81497 4.34107 -0.47969 -0.09
C 1.60579 5.07521 0.39989 -0.13
C 1.84850 4.54859 1.65898 -0.11
C 1.32870 3.31579 2.02778 -0.09
H -0.34902 2.59607 -0.81394 0.09
H 0.58796 4.73183 -1.46489 0.10
H 2.01249 6.03624 0.11189 0.09
H 2.45160 5.10215 2.37069 0.09
H 1.55231 2.94657 3.01991 0.05
C -0.61151 2.10598 4.62544 -0.34
Te -0.11123 0.49336 3.28825 1.54
C 1.89647 0.42780 4.12230 -0.35
H 0.25317 2.73408 4.82184 0.00
H -0.97841 1.65938 5.54784 0.00
H -1.39730 2.69122 4.15251 0.01
H 1.81672 0.07638 5.15160 0.00
H 2.38644 1.39759 4.09099 -0.01
H 2.48179 -0.29094 3.54796 -0.01
S -2.30295 -1.63802 1.54077 0.54
C -1.44240 -2.92681 2.35672 -0.84
N -1.35532 -4.11617 1.64386 0.02
C -0.58301 -5.18728 2.09832 -0.14
C -0.05018 -5.07167 3.35876 -0.14
C -0.26838 -3.90927 4.08038 -0.18
N -0.93901 -2.81644 3.54593 -0.01
H -1.82150 -4.14292 0.75500 0.08
H -0.49567 -6.04705 1.45449 0.09
H 0.52359 -5.88677 3.78022 0.09
H 0.11137 -3.78695 5.08537 0.08

Record 3
18
Properties=species:S:1:pos:R:3:lowdin_charge:R:1 method="wB97M-V/def2-TZVPD" molar_mass_g_mol=96.130 relative_energy_kj_mol=230.3 spin_multiplicity=1 smiles=CNCN.O.O e_tot_ev=-9341.81629 gap_ev=9.5 homo_ev=-8.787
C 1.56742 0.30305 1.11541 -0.16
N 0.24052 0.29253 0.57389 -0.16
C -0.33231 1.60405 0.46594 -0.25
N -0.79838 1.68315 -0.99955 0.03
H 2.34741 0.78546 0.45444 0.10
H 1.61382 0.82690 1.96853 0.03
H 2.01097 -0.71298 1.22940 0.09
H -0.42848 -0.44557 0.99938 0.15
H 0.52754 2.40018 0.41875 0.14
H -0.94273 2.03819 1.14755 0.07
H -0.15264 1.35641 -1.60013 0.00
H -1.58340 1.13366 -1.17552 0.01
O -2.71743 -1.87832 -0.41409 -0.09
H -2.28393 -2.71218 -0.72934 0.06
H -2.26114 -1.07287 -0.73898 0.02
O 1.02364 -2.22754 -0.89718 0.01
H 0.36666 -1.61913 -0.96733 -0.05
H 1.80247 -1.75499 -0.85116 -0.01